[1]
This record from the OMol25 dataset describes a structure of composition C43H37NO3P2PtSSi. The level of theory is the ωB97M-V functional and the def2-TZVPD basis.

Element x y z (Å)
Pt (0.231, 0.379, 1.126)
C (-0.411, 3.568, 3.219)
Si (0.100, 2.700, 1.668)
C (1.723, 3.332, 0.975)
C (2.133, 4.644, 1.225)
C (3.251, 5.179, 0.601)
C (3.987, 4.411, -0.290)
C (3.617, 3.099, -0.538)
C (2.500, 2.560, 0.099)
P (2.169, 0.795, -0.173)
C (2.202, 0.522, -1.945)
C (3.326, 0.041, -2.616)
C (3.314, -0.041, -4.000)
C (2.193, 0.358, -4.713)
C (1.079, 0.852, -4.047)
C (1.081, 0.933, -2.667)
C (3.496, -0.115, 0.630)
C (4.148, 0.450, 1.730)
C (5.111, -0.280, 2.412)
C (5.429, -1.567, 2.002)
C (4.778, -2.137, 0.914)
C (3.805, -1.421, 0.235)
C (-1.249, 3.009, 0.340)
C (-1.487, 4.361, 0.069)
C (-2.565, 4.766, -0.701)
C (-3.446, 3.826, -1.219)
C (-3.216, 2.479, -1.000)
C (-2.112, 2.068, -0.250)
P (-1.820, 0.298, -0.017)
C (-3.137, -0.330, 1.047)
C (-4.233, -0.989, 0.494)
C (-5.287, -1.377, 1.309)
C (-5.251, -1.111, 2.670)
C (-4.162, -0.448, 3.226)
C (-3.109, -0.056, 2.416)
C (-1.908, -0.588, -1.573)
C (-1.697, -1.970, -1.509)
C (-1.739, -2.734, -2.661)
C (-1.985, -2.123, -3.886)
C (-2.176, -0.752, -3.956)
C (-2.130, 0.022, -2.806)
H (-0.558, 4.629, 2.998)
H (0.330, 3.484, 4.015)
H (-1.361, 3.176, 3.585)
H (1.574, 5.263, 1.917)
H (3.548, 6.199, 0.807)
H (4.852, 4.830, -0.787)
H (4.203, 2.497, -1.222)
H (4.215, -0.251, -2.073)
H (4.188, -0.409, -4.521)
H (2.191, 0.292, -5.793)
H (0.212, 1.179, -4.606)
H (0.218, 1.335, -2.147)
H (3.923, 1.465, 2.036)
H (5.620, 0.163, 3.257)
H (6.193, -2.126, 2.526)
H (5.037, -3.136, 0.588)
H (3.298, -1.868, -0.612)
H (-0.826, 5.119, 0.476)
H (-2.732, 5.820, -0.881)
H (-4.306, 4.141, -1.794)
H (-3.907, 1.748, -1.403)
H (-4.260, -1.215, -0.565)
H (-6.138, -1.888, 0.879)
H (-6.076, -1.414, 3.301)
H (-4.140, -0.234, 4.286)
H (-2.270, 0.485, 2.845)
H (-1.509, -2.447, -0.556)
H (-1.584, -3.804, -2.607)
H (-2.026, -2.721, -4.787)
H (-2.366, -0.279, -4.911)
H (-2.264, 1.093, -2.877)
N (0.644, -1.381, 2.340)
C (0.083, -2.603, 1.815)
C (-1.228, -2.922, 2.142)
C (-1.799, -4.063, 1.605)
C (-1.053, -4.856, 0.740)
C (0.267, -4.544, 0.436)
C (0.843, -3.412, 0.987)
S (-1.772, -6.312, 0.077)
O (-3.196, -6.100, -0.021)
O (-1.108, -6.612, -1.168)
O (-1.526, -7.418, 1.020)
H (1.662, -1.405, 2.390)
H (0.283, -1.177, 3.269)
H (-1.806, -2.281, 2.794)
H (-2.826, -4.321, 1.828)
H (0.830, -5.180, -0.235)
H (1.868, -3.153, 0.764)

Properties
* spin multiplicity: 5
* ⟨S²⟩: 6.0269
* HOMO energy (alpha / beta): -12.5 / -14.4 eV
* gap between HOMO and LUMO (alpha / beta): 7.751 / 6.013 eV
* largest force on an atom: 0.02000 Eh/bohr
* charge: +2

=====

[2]
This record from the OMol25 dataset describes a structure of composition C22H24N4O2Se2V. The level of theory is the ωB97M-V functional and the def2-TZVPD basis.

Element x y z (Å)
V (0.419, -0.245, -0.630)
C (-1.597, 4.154, -3.247)
C (-0.290, 3.967, -3.685)
C (0.584, 3.150, -2.958)
C (0.186, 2.522, -1.765)
C (-1.146, 2.710, -1.363)
C (-2.028, 3.519, -2.086)
N (0.971, 1.677, -1.055)
C (2.208, 2.069, -0.677)
C (2.721, 3.370, -0.563)
C (4.030, 3.593, -0.124)
C (4.846, 2.519, 0.228)
C (4.343, 1.222, 0.148)
C (3.036, 1.008, -0.303)
N (2.397, -0.234, -0.368)
N (3.081, -1.096, -0.957)
C (2.302, -2.243, -1.184)
C (2.934, -3.425, -1.554)
C (2.163, -4.560, -1.797)
C (0.781, -4.478, -1.672)
C (0.230, -3.262, -1.304)
N (0.956, -2.156, -1.055)
H (-2.279, 4.779, -3.812)
H (0.059, 4.441, -4.595)
H (1.595, 2.988, -3.325)
H (-1.495, 2.205, -0.464)
H (-3.048, 3.638, -1.738)
H (2.087, 4.219, -0.806)
H (4.400, 4.610, -0.050)
H (5.857, 2.692, 0.577)
H (4.951, 0.375, 0.444)
H (4.012, -3.449, -1.652)
H (2.636, -5.492, -2.087)
H (0.146, -5.335, -1.859)
H (-0.843, -3.132, -1.198)
O (-4.492, -0.312, 1.766)
C (-3.173, -0.159, 2.219)
C (-2.532, -1.543, 2.520)
C (-3.371, -2.273, 3.607)
O (-3.458, -1.521, 4.790)
C (-1.085, -1.361, 3.064)
Se (0.145, -0.444, 1.851)
C (-2.537, -2.443, 1.250)
Se (-1.588, -1.704, -0.292)
H (-4.842, 0.605, 1.619)
H (-3.171, 0.459, 3.146)
H (-2.586, 0.380, 1.445)
H (-2.945, -3.283, 3.818)
H (-4.406, -2.455, 3.243)
H (-2.763, -1.866, 5.410)
H (-0.643, -2.353, 3.303)
H (-1.100, -0.765, 4.000)
H (-3.581, -2.630, 0.920)
H (-2.082, -3.430, 1.483)
H (-0.998, 0.785, -0.630)

Properties
* spin multiplicity: 4
* ⟨S²⟩: 3.8227
* HOMO energy (alpha / beta): 0.2 / 0.1 eV
* gap between HOMO and LUMO (alpha / beta): 4.458 / 4.519 eV
* largest force on an atom: 0.10653 Eh/bohr
* charge: -2

=====

[3]
This record from the OMol25 dataset describes a cluster of 2 separate species, C17H11N4O4 in total. The level of theory is the ωB97M-V functional and the def2-TZVPD basis.

Element x y z (Å)
C (-0.522, 0.008, 2.837)
C (-0.701, 1.287, 3.268)
N (-0.772, 2.401, 3.634)
C (0.812, -0.498, 2.678)
C (1.039, -1.775, 2.143)
C (2.316, -2.259, 1.995)
C (3.398, -1.499, 2.394)
C (3.200, -0.242, 2.933)
C (1.928, 0.261, 3.064)
C (-1.581, -0.798, 2.554)
N (-2.442, -1.554, 2.295)
H (0.195, -2.377, 1.852)
H (2.477, -3.235, 1.567)
H (4.395, -1.892, 2.298)
H (4.047, 0.337, 3.259)
H (1.774, 1.242, 3.481)
O (-1.050, -3.214, -4.597)
N (-0.105, -2.470, -4.321)
O (1.047, -2.663, -4.724)
C (-0.360, -1.312, -3.477)
C (0.673, -0.451, -3.165)
C (0.443, 0.635, -2.360)
C (-0.832, 0.880, -1.852)
C (-1.053, 2.044, -1.018)
C (-2.224, 2.460, -0.549)
N (-2.286, 3.687, 0.203)
O (-3.390, 4.148, 0.509)
O (-1.221, 4.243, 0.495)
C (-1.867, 0.005, -2.175)
C (-1.629, -1.079, -2.981)
H (1.653, -0.646, -3.565)
H (1.244, 1.316, -2.122)
H (-0.192, 2.641, -0.776)
H (-3.137, 1.942, -0.753)
H (-2.855, 0.185, -1.786)
H (-2.422, -1.761, -3.239)

Properties
* energy relative to the best compared isomer or geometry (same formula, charge and spin): 0.000 eV
* HOMO energy: -3.5 eV
* gap between HOMO and LUMO: 4.066 eV
* largest force on an atom: 0.06957 Eh/bohr
* charge: -1

=====

[4]
This record from the OMol25 dataset describes an isolated molecule of C4H7NO. The level of theory is the ωB97M-V functional and the def2-TZVPD basis.

Element x y z (Å)
C (-1.562, -0.169, 0.387)
C (-0.049, -0.332, 0.303)
C (0.457, -0.433, -1.133)
N (0.588, 0.784, 0.990)
C (1.682, 1.289, 0.926)
O (2.714, 1.855, 0.939)
H (-1.880, -0.091, 1.430)
H (-2.065, -1.029, -0.067)
H (-1.881, 0.738, -0.137)
H (0.231, -1.245, 0.845)
H (0.035, -1.307, -1.638)
H (0.179, 0.463, -1.698)
H (1.549, -0.525, -1.148)

Properties
* energy relative to the best compared isomer or geometry (same formula, charge and spin): 0.403 eV
* HOMO energy: -10.3 eV
* gap between HOMO and LUMO: 11.081 eV
* largest force on an atom: 0.01455 Eh/bohr
* SMILES: CC(C)N=C=O